Entry 1:
Density functional theory data (ωB97M-V/def2-TZVPD) for a 2-piece molecular cluster, C6H9N overall.

The geometry in XYZ format:
```
16
Properties=species:S:1:pos:R:3:forces:R:3
C -3.1669 -0.4470 0.4828 -1.79 3.15 -2.93
C -2.2697 -0.3994 -0.8755 0.08 0.74 0.46
N -1.3953 0.5028 -0.4874 0.72 -0.45 -0.25
C -2.4094 0.8282 0.3755 -3.00 0.62 -0.49
H -2.7281 -1.1897 1.0097 0.96 -2.26 1.76
H -4.2935 -0.4588 0.2371 1.78 -0.07 1.09
H -2.9868 1.8375 0.2535 1.24 -1.68 0.33
C 1.5842 -1.4335 0.1295 0.23 2.09 -2.48
C 1.8944 -0.2936 -0.4976 0.65 0.22 2.06
C 2.5968 0.9407 -0.0440 1.58 1.08 1.50
H 1.1343 -2.1715 -0.5194 -0.03 -0.51 0.71
H 1.8396 -1.4633 1.1327 0.05 -0.88 1.91
H 1.7843 -0.1738 -1.4865 -1.15 -0.37 -3.78
H 2.0824 1.9364 -0.0818 -0.30 -1.13 -0.47
H 3.5668 1.1525 -0.6964 -1.72 -0.77 1.66
H 2.7670 0.8324 1.0680 0.70 0.23 -1.09
```
Positions in Å, forces in eV/Å.

Summary:
**Energy above the lowest of the compared OMol25 structures with the same formula, charge and spin**: 148.95 kcal/mol
**HOMO-LUMO gap (alpha / beta)**: 0.347 / 0.347 hartree
**SMILES string**: C1C2=N[C@H]12.C=CC
**2S+1**: 1

=====

Entry 2:
Density functional theory data (ωB97M-V/def2-TZVPD) for C21H61AsCl4F6O24P5 as an isolated structure.

The geometry in XYZ format:
```
122
Properties=species:S:1:pos:R:3:forces:R:3
As -0.7765 0.1444 0.6541 0.15 0.01 -0.65
F 0.1920 -0.1958 -0.7873 0.27 0.39 1.17
F 0.1693 1.5943 1.1472 -0.56 -2.07 -0.01
F -1.8322 0.3765 2.0285 0.32 -0.15 -0.35
F -1.7866 -1.1851 0.0893 0.46 -0.07 0.91
F 0.2857 -0.9127 1.7090 -1.14 1.02 -1.39
F -1.7709 1.1780 -0.3689 0.42 -0.13 0.79
C 3.7909 0.8129 1.1203 -0.55 -0.35 0.25
O 3.5031 1.4609 -0.1273 -0.78 0.98 -0.15
P 4.3723 1.1364 -1.3693 0.78 0.01 -1.15
O 5.8012 1.5670 -1.2640 -1.57 -1.35 -0.31
O 4.0467 -0.4569 -1.5490 1.06 0.69 -0.49
C 2.8809 -0.9373 -2.2358 -0.66 0.01 0.41
O 3.6188 1.8759 -2.6157 0.04 -1.08 1.73
C 4.2549 1.9009 -3.8825 0.14 1.14 -0.08
H 3.8249 1.5587 1.9145 0.55 0.03 -0.26
H 4.6710 0.1819 0.9962 0.16 0.27 0.47
H 2.9508 0.1747 1.3941 -0.10 -0.10 -0.33
H 2.4187 -1.7593 -1.6890 0.36 0.01 0.42
H 3.1100 -1.3592 -3.2144 0.27 0.48 -0.14
H 2.1082 -0.1688 -2.2556 0.14 0.04 -0.39
H 4.2090 2.9459 -4.1890 0.00 0.06 -0.21
H 3.6892 1.3308 -4.6195 0.20 -0.37 0.19
H 5.3178 1.6701 -3.8102 -0.10 -0.45 -0.10
C -4.3202 7.1820 -0.6976 -0.84 -0.26 0.98
O -4.2876 6.0095 0.1575 0.13 -1.22 -1.05
P -3.2802 4.7925 -0.1692 2.81 0.57 0.59
O -1.8571 5.2878 -0.1063 -3.00 -1.41 0.09
O -3.7367 3.6217 0.8868 2.40 1.77 -1.04
C -5.0286 3.0818 0.7988 -0.10 0.34 -0.13
O -3.6945 4.2269 -1.6184 -0.71 0.90 0.81
C -2.9590 3.1657 -2.2246 0.60 -0.25 -0.35
H -4.1461 7.9883 0.0149 0.04 0.29 -0.46
H -5.3503 7.1932 -1.0539 0.05 0.40 -0.16
H -3.6500 7.2435 -1.5549 0.32 -0.52 0.35
H -5.6118 3.8295 1.3363 -0.98 -0.52 -0.27
H -5.0378 2.1037 1.2798 0.00 0.14 0.05
H -5.2407 2.9794 -0.2655 -0.78 -0.09 0.15
H -3.5400 2.2450 -2.1708 0.19 -0.02 0.20
H -1.9672 3.0728 -1.7822 -0.24 -0.24 0.29
H -2.7779 3.3976 -3.2741 -0.33 0.22 -0.05
C -0.4611 -6.1781 0.4857 -0.37 0.07 -0.26
O 0.6143 -6.4246 1.4023 1.91 -0.29 0.22
P 2.1603 -6.1093 0.9836 -1.97 -0.91 -2.00
O 3.1976 -6.1387 1.9953 0.07 0.18 1.04
O 2.4876 -7.2234 -0.1900 -1.78 1.56 1.14
C 3.6238 -8.0230 -0.1925 2.19 0.58 -0.40
O 1.9299 -4.7485 0.1818 0.93 -1.59 -1.31
C 1.8073 -3.5302 0.8590 -0.38 0.68 1.34
H -1.1300 -7.0370 0.4323 0.35 -0.28 0.14
H -0.0853 -5.9632 -0.5147 -0.13 0.10 0.09
H -1.0816 -5.3667 0.8661 0.28 0.21 -0.08
H 4.1888 -7.7454 -1.0823 -0.28 -0.61 -0.68
H 3.4597 -9.0985 -0.1257 -0.48 0.18 -0.08
H 4.3934 -7.7375 0.5246 -0.55 -0.02 0.87
H 1.4485 -3.7670 1.8607 0.05 0.48 0.31
H 1.0573 -2.8754 0.4152 0.10 -0.27 -0.36
H 2.7638 -3.0104 0.9122 0.03 -0.03 -0.03
C -0.9707 -1.2498 -3.9391 -0.45 0.85 1.92
O -0.5764 -1.4277 -5.2754 -1.00 -0.51 -2.11
P -1.7428 -1.4454 -6.4273 -0.58 1.04 1.88
O -2.7369 -0.3653 -6.2476 0.48 -1.15 -0.23
O -0.9703 -1.2735 -7.7902 0.64 -0.59 0.01
C 0.2042 -2.0368 -8.0072 1.40 -1.43 -0.16
O -2.2993 -2.9629 -6.4006 1.34 1.42 -0.74
C -3.2626 -3.2638 -5.4183 -1.01 -1.04 0.75
H -1.0199 -2.1442 -3.3180 0.80 -0.45 -0.38
H -1.9699 -0.8615 -3.7416 -0.17 0.39 -0.92
H -0.3057 -0.5038 -3.5037 0.16 -0.29 0.16
H 0.2579 -2.5480 -8.9684 -0.88 0.26 -0.29
H 0.3429 -2.8446 -7.2886 -0.36 0.07 0.28
H 1.1588 -1.5113 -7.9822 -0.41 0.92 0.32
H -3.1590 -4.3143 -5.1465 0.01 -0.16 -0.40
H -4.2502 -3.0962 -5.8481 -0.05 0.10 0.29
H -3.1622 -2.7777 -4.4479 0.12 0.63 -0.31
C 4.3567 -1.7384 3.9886 -1.00 -1.10 -0.04
O 3.9749 -0.3797 3.7544 0.80 0.31 0.84
P 3.4612 0.5705 4.9549 0.60 0.58 -1.45
O 3.3684 1.9855 4.4793 -0.08 -2.20 1.20
O 2.1281 -0.2008 5.3963 1.46 1.27 1.78
C 0.9797 -0.3548 4.5994 -0.98 -0.76 -1.43
O 4.5966 0.2683 6.1158 -1.57 0.11 -2.03
C 4.4892 0.7681 7.4124 -0.27 -0.25 1.74
H 3.7905 -2.3786 3.3121 -0.13 0.21 -0.28
H 4.0533 -2.0993 4.9714 0.19 0.31 0.22
H 5.3969 -2.0127 3.8127 0.20 0.88 0.08
H 0.8968 -1.4312 4.4494 -0.03 0.02 -0.49
H 1.0185 0.1780 3.6493 0.41 -0.16 -0.01
H 0.0109 -0.0711 5.0107 0.45 0.46 0.94
H 5.4378 1.1490 7.7908 0.13 0.25 -0.54
H 4.2630 -0.0610 8.0829 -0.18 -0.20 0.03
H 3.7081 1.5071 7.5913 0.04 0.19 -0.47
C -3.2557 2.6834 4.0536 0.05 1.23 0.21
C -1.8408 3.0541 3.6117 0.88 -1.84 1.26
O -1.3433 4.2809 4.1560 -0.82 0.15 -1.02
O -3.3942 2.7424 5.4739 0.51 0.11 0.76
H -3.5998 1.6844 3.7859 0.27 0.17 -0.85
H -3.8367 3.5093 3.6434 -0.63 -0.33 -0.35
H -1.7532 2.8736 2.5403 -0.10 1.24 -0.14
H -1.1336 2.3085 3.9752 -0.07 -0.56 0.24
H -1.3174 4.1545 5.1073 -0.10 -0.10 0.05
H -4.2718 3.0586 5.7008 0.07 -0.03 -0.14
C 0.4488 4.6781 -2.4434 -0.26 -2.03 -0.36
C 0.9582 3.5269 -1.4966 0.35 1.13 -0.02
O 0.4352 3.7094 -0.2106 -0.07 0.72 -0.25
O 0.6678 5.9619 -1.9488 0.17 0.53 0.52
H -0.5923 4.4410 -2.6628 -0.55 0.46 0.57
H 0.8508 4.6324 -3.4555 0.84 -0.53 -0.10
H 2.0457 3.5398 -1.4247 0.24 0.23 -0.22
H 0.7140 2.5308 -1.8658 -0.31 0.02 -0.55
H 0.1878 2.8738 0.1921 0.14 0.13 -0.20
H 0.5901 6.5625 -2.6936 -0.02 0.05 0.13
C -2.3195 -2.9917 2.9175 0.34 -0.33 0.76
Cl -1.2274 -4.3454 3.5175 -0.24 0.84 -0.67
Cl -3.7310 -3.6849 2.0807 0.42 0.43 0.44
H -2.5292 -2.4841 3.8590 -0.77 -0.17 -0.29
H -1.8344 -2.2484 2.2849 0.31 -0.72 -0.22
C -4.5587 -1.5184 -0.6597 -0.13 -0.16 0.49
Cl -4.3130 -0.8250 -2.2635 -0.04 0.11 0.00
Cl -6.2907 -1.9696 -0.3987 0.80 0.09 -0.08
H -3.8970 -2.3786 -0.5589 -0.48 -0.09 -0.13
H -4.2652 -0.8103 0.1153 -0.24 0.09 -0.32
```
Positions in Å, forces in eV/Å.

Summary:
**HOMO-LUMO gap (alpha / beta)**: 0.052 / 0.306 hartree
**2S+1**: 2
**Charge**: -2

=====

Entry 3:
Density functional theory data (ωB97M-V/def2-TZVPD) for a 2-piece molecular cluster, C6H8O3 overall.

The geometry in XYZ format:
```
17
Properties=species:S:1:pos:R:3:forces:R:3
C 1.7376 1.2310 0.7967 -0.45 -0.21 -0.25
C 0.9687 0.3074 0.6389 0.75 -1.89 0.30
C 0.5875 -1.3962 0.6088 2.67 1.85 1.27
C 1.2001 -1.9472 -0.6483 -0.97 -0.20 -0.24
O 0.4654 -1.9223 1.6637 -0.52 0.13 -0.62
H 2.3787 2.0747 0.8657 0.03 0.13 0.09
H 2.2810 -1.8737 -0.5804 0.06 0.08 0.20
H 0.8408 -1.3911 -1.5056 0.09 0.04 -0.11
H 0.8950 -2.9880 -0.7422 0.07 -0.05 -0.02
C -1.3719 1.4183 -0.8414 0.71 0.11 0.23
C -1.2232 0.3002 0.1646 -3.07 -2.33 -0.90
O -1.2229 -0.9046 -0.1984 -0.21 2.49 0.33
O -1.6929 0.5548 1.4091 0.79 -0.15 -0.33
H -2.4295 1.4888 -1.1034 0.02 -0.14 0.08
H -0.7943 1.1903 -1.7339 -0.02 0.01 0.05
H -1.0477 2.3737 -0.4299 0.02 0.02 -0.05
H -1.5725 1.4840 1.6361 0.03 0.10 -0.04
```
Positions in Å, forces in eV/Å.

Summary:
**Energy above the lowest of the compared OMol25 structures with the same formula, charge and spin**: 86.49 kcal/mol
**HOMO-LUMO gap**: 0.373 hartree
**SMILES string**: C#CC(C)=O.CC(=O)O
**2S+1**: 1

=====

Number 1: maximum force 4.66 eV/A. Number 2: maximum force 3.31 eV/A. Number 3: maximum force 3.95 eV/A.